C7H9NP2 | wB97M-V/def2-TZVPD

Structure (XYZ):
```
19
C7H9NP2 (wB97M-V/def2-TZVPD)
C 0.357 1.178 -0.765
C -0.790 0.288 -0.919
C 0.804 1.026 0.559
C -0.882 -0.456 0.318
C -0.648 -0.066 -3.450
C -1.456 -2.689 1.827
C 1.869 1.810 1.337
N 0.132 -0.035 1.199
P -1.879 0.120 -2.300
P -2.038 -1.758 0.577
H 0.780 1.830 -1.505
H -0.837 0.055 -4.672
H 0.375 -0.152 -3.149
H -2.018 -3.578 2.150
H -0.507 -2.920 2.193
H 2.058 1.244 2.275
H 2.738 1.632 0.683
H 1.572 2.816 1.579
H 0.372 -0.344 2.063
```

The calculation puts the molecular weight at 169.10 g mol⁻¹. The value obtained for the total energy is -1009.4764 Eh. The SMILES is C=Pc1cc(C)[nH]c1P=C. Its HOMO energy is -7.883 eV. The relative energy (zero: lowest compared OMol25 entry of this formula, charge and spin) is 29.44 kcal per mole. Its largest force on an atom is 0.131 hartree/bohr.

These are the natural (NBO) partial charges, in e, on atoms 1 to 8: -0.319 -0.400 0.194 -0.254 -0.831 -0.920 -0.649 -0.507



C7H9NS2 | wB97M-V/def2-TZVPD

Structure (XYZ):
```
19
C7H9NS2 (wB97M-V/def2-TZVPD)
C -1.701 0.845 0.004
C -1.728 -0.518 0.395
C -0.436 1.238 -0.147
C -0.445 -0.987 0.314
C 1.797 0.055 -0.222
C 0.085 2.521 -0.624
C 0.210 -2.230 0.790
N 0.353 0.061 -0.048
S 2.646 1.316 0.495
S 2.582 -1.401 -0.668
H -2.581 1.482 -0.394
H -2.655 -1.186 0.404
H 0.708 2.347 -1.549
H -0.608 3.277 -0.951
H 0.736 2.971 0.274
H -0.486 -2.598 1.521
H 0.547 -2.916 -0.036
H 1.188 -2.066 1.439
H 3.650 -0.734 -0.415
```

The calculation puts the molecular weight at 171.29 g mol⁻¹. The value obtained for the total energy is -1123.1820 Eh. The SMILES is Cc1ccc(C)n1C(=S)S. Its HOMO energy is -8.190 eV. The relative energy (zero: lowest compared OMol25 entry of this formula, charge and spin) is 16.21 kcal per mole. Its largest force on an atom is 0.079 hartree/bohr.

These are the natural (NBO) partial charges, in e, on atoms 1 to 8: -0.257 -0.287 0.135 0.133 -0.101 -0.656 -0.663 -0.411



C7H9O3 | wB97M-V/def2-TZVPD

Structure (XYZ):
```
19
C7H9O3 (wB97M-V/def2-TZVPD)
C -0.549 0.168 -0.951
C -1.802 0.569 -0.464
C 0.232 -0.935 -0.624
C -0.294 -1.550 0.791
C -0.509 -0.768 2.047
C -0.168 0.792 -2.255
C 1.538 0.554 1.735
O -2.319 1.639 -0.859
O 1.291 -1.450 -1.133
O 0.327 0.122 2.434
H -1.257 -1.980 0.638
H 0.336 -2.318 1.021
H -2.342 -0.019 0.319
H 0.491 1.689 -2.098
H -1.058 1.179 -2.795
H 0.510 0.100 -2.776
H 1.748 1.660 1.990
H 1.402 0.528 0.699
H 2.423 0.021 2.280
```

The calculation puts the molecular weight at 141.15 g mol⁻¹. The value obtained for the total energy is -497.7480 Eh. Its charge is -1. Its HOMO energy is -3.726 eV. The relative energy (zero: lowest compared OMol25 entry of this formula, charge and spin) is 57.28 kcal per mole. Its largest force on an atom is 0.075 hartree/bohr.

These are the natural (NBO) partial charges, in e, on atoms 1 to 8: -0.414 0.347 0.521 -0.688 0.282 -0.626 -0.297 -0.683



C81H102F10N18O21S10 | wB97M-V/def2-TZVPD

Structure (XYZ):
```
242
C81H102F10N18O21S10 (wB97M-V/def2-TZVPD)
C -0.494 3.649 -1.490
C -1.147 3.053 -0.191
C -2.657 3.320 -0.557
C -3.591 2.637 0.507
C -3.261 1.179 0.560
C -1.793 0.707 0.749
N -0.915 1.562 -0.067
O 0.529 1.278 0.162
C -1.750 -0.741 0.147
C -1.445 0.655 2.268
C -0.971 3.937 1.071
H 0.590 3.605 -1.386
H -0.675 4.710 -1.662
H -0.837 3.102 -2.368
H -3.034 3.048 -1.543
H -2.842 4.394 -0.568
H -4.625 2.788 0.195
H -3.513 2.995 1.534
H -3.606 0.690 -0.351
H -3.747 0.905 1.496
H -2.396 -1.406 0.719
H -0.710 -1.067 0.130
H -2.137 -1.001 -0.838
H -0.405 0.352 2.396
H -2.084 -0.080 2.757
H -1.608 1.618 2.752
H -1.682 3.938 1.897
H -0.937 5.010 0.885
H -0.032 3.664 1.552
C 4.328 10.711 7.006
N 3.970 9.342 6.582
C 4.818 8.382 7.038
C 4.751 7.123 6.492
C 3.700 6.758 5.583
C 2.862 7.779 5.162
C 2.985 9.095 5.686
C 3.642 5.486 4.780
C 4.761 4.949 4.092
C 4.489 4.026 3.151
N 3.211 3.380 3.058
C 2.185 3.825 3.799
C 2.396 4.938 4.636
C 3.043 2.281 2.142
H 4.581 11.304 6.127
H 5.073 10.806 7.797
H 3.417 11.148 7.415
H 5.566 8.604 7.785
H 5.605 6.487 6.672
H 2.112 7.529 4.425
H 2.429 9.932 5.291
H 5.790 5.257 4.213
H 5.233 3.655 2.461
H 1.273 3.246 3.783
H 1.566 5.407 5.143
H 2.498 1.492 2.659
H 4.025 2.029 1.742
H 2.410 2.604 1.315
C -4.251 -8.556 3.590
N -5.086 -7.432 3.139
C -5.326 -7.249 1.842
C -5.977 -6.050 1.453
C -6.333 -5.089 2.413
C -6.019 -5.299 3.746
C -5.349 -6.505 4.092
C -6.854 -3.815 1.907
C -6.010 -2.911 1.204
C -6.527 -1.702 0.671
N -7.817 -1.294 0.932
C -8.586 -2.135 1.658
C -8.141 -3.325 2.230
C -8.455 -0.145 0.276
H -3.314 -8.077 3.876
H -3.940 -9.147 2.728
H -4.722 -9.163 4.363
H -4.924 -7.960 1.135
H -6.151 -5.877 0.401
H -6.189 -4.474 4.422
H -5.132 -6.680 5.135
H -5.011 -3.229 0.945
H -5.943 -1.052 0.036
H -9.592 -1.822 1.895
H -8.684 -3.907 2.960
H -9.155 -0.603 -0.423
H -7.781 0.337 -0.433
H -8.876 0.489 1.055
C -4.115 1.205 -3.657
N -2.825 0.589 -4.125
C -2.770 0.126 -5.406
C -1.559 -0.370 -5.923
C -0.369 -0.301 -5.169
C -0.475 0.199 -3.810
C -1.724 0.644 -3.336
C 0.978 -0.677 -5.772
C 1.318 -0.380 -7.100
C 2.631 -0.570 -7.545
N 3.527 -1.281 -6.814
C 3.195 -1.680 -5.528
C 1.915 -1.359 -5.026
C 4.884 -1.309 -7.212
H -3.978 2.281 -3.552
H -4.467 0.788 -2.714
H -4.871 1.127 -4.438
H -3.637 0.169 -6.048
H -1.549 -0.643 -6.968
H 0.272 0.082 -3.038
H -1.921 1.048 -2.353
H 0.618 0.203 -7.680
H 2.980 -0.122 -8.465
H 3.925 -2.132 -4.873
H 1.769 -1.603 -3.985
H 5.038 -1.041 -8.257
H 5.122 -2.373 -7.242
H 5.527 -0.653 -6.626
C 6.011 7.289 -10.237
N 5.241 7.468 -9.030
C 4.795 8.675 -8.697
C 3.961 8.857 -7.616
C 3.634 7.779 -6.843
C 4.191 6.552 -7.115
C 5.004 6.373 -8.245
C 2.782 7.969 -5.655
C 3.108 8.990 -4.744
C 2.407 9.043 -3.540
N 1.474 8.082 -3.316
C 1.226 7.050 -4.158
C 1.853 6.975 -5.339
C 0.741 8.169 -2.026
H 6.425 8.210 -10.648
H 5.360 6.816 -10.973
H 6.836 6.612 -10.020
H 4.879 9.478 -9.414
H 3.557 9.847 -7.464
H 3.964 5.721 -6.464
H 5.401 5.399 -8.493
H 3.941 9.655 -4.922
H 2.566 9.848 -2.839
H 0.458 6.345 -3.876
H 1.538 6.164 -5.980
H -0.309 8.102 -2.311
H 0.999 9.060 -1.454
H 0.964 7.320 -1.380
C 1.919 -1.878 -1.017
N 2.413 -3.253 -1.173
C 3.502 -3.563 -1.929
C 4.050 -4.817 -1.987
C 3.510 -5.865 -1.239
C 2.241 -5.610 -0.627
C 1.712 -4.259 -0.553
C 4.142 -7.208 -1.331
C 5.366 -7.487 -0.687
C 5.957 -8.707 -0.797
N 5.343 -9.634 -1.497
C 4.199 -9.393 -2.159
C 3.543 -8.178 -2.170
C 6.015 -10.954 -1.768
H 2.520 -1.204 -1.628
H 1.981 -1.504 0.005
H 0.873 -1.833 -1.321
H 4.036 -2.792 -2.466
H 4.937 -4.891 -2.599
H 1.673 -6.374 -0.116
H 0.795 -3.950 -0.074
H 5.789 -6.673 -0.118
H 6.884 -9.049 -0.361
H 3.764 -10.240 -2.667
H 2.694 -8.011 -2.817
H 6.573 -10.766 -2.685
H 5.249 -11.721 -1.890
H 6.669 -11.195 -0.930
C -2.298 -3.995 12.137
N -1.754 -3.634 10.826
C -2.175 -2.578 10.181
C -1.733 -2.302 8.858
C -0.645 -3.017 8.302
C -0.196 -4.082 9.077
C -0.729 -4.397 10.300
C -0.098 -2.758 6.953
C -0.921 -2.522 5.889
C -0.336 -2.456 4.603
N 1.039 -2.665 4.443
C 1.783 -2.953 5.441
C 1.275 -3.069 6.697
C 1.641 -2.683 3.063
H -1.685 -3.636 12.963
H -2.233 -5.080 12.223
H -3.333 -3.700 12.309
H -2.926 -2.005 10.704
H -2.172 -1.464 8.337
H 0.644 -4.684 8.763
H -0.398 -5.181 10.964
H -1.986 -2.393 6.018
H -0.872 -2.173 3.709
H 2.837 -3.080 5.237
H 2.067 -3.311 7.389
H 2.503 -2.018 3.119
H 0.941 -2.345 2.298
H 1.936 -3.717 2.888
N 0.354 2.878 6.784
S 0.287 1.242 6.540
O 0.579 0.787 5.162
O -0.739 0.508 7.316
F 1.701 0.845 7.172
S -0.976 3.167 6.136
O -2.071 2.708 6.950
O -1.049 3.236 4.664
F -1.118 4.763 6.456
N -6.161 -0.829 -2.298
S -5.512 -2.097 -2.852
O -4.683 -1.908 -4.043
O -6.067 -3.421 -2.608
F -4.347 -2.232 -1.767
S -7.464 -0.916 -3.398
O -8.668 -1.498 -2.854
O -7.290 -1.067 -4.797
F -7.882 0.671 -3.400
N -2.217 -6.738 2.276
S -1.790 -7.200 0.942
O -0.340 -7.224 0.750
O -2.711 -7.043 -0.219
F -1.993 -8.795 1.266
S -1.955 -5.132 1.962
O -2.866 -4.303 1.162
O -0.571 -4.639 1.919
F -2.299 -4.703 3.435
N 1.767 3.878 -6.547
S 1.584 3.803 -7.950
O 0.799 4.898 -8.566
O 1.531 2.482 -8.625
F 3.072 4.379 -8.271
S 0.099 3.713 -6.198
O -0.603 2.585 -6.797
O -0.602 4.934 -5.759
F 0.316 3.118 -4.719
N 0.378 -3.507 -3.466
S 0.644 -4.742 -4.235
O 0.128 -4.854 -5.625
O 0.973 -5.952 -3.490
F 2.149 -4.173 -4.543
S -1.132 -4.111 -3.025
O -1.211 -4.695 -1.731
O -2.108 -4.521 -4.076
F -1.706 -2.607 -2.693
```

The calculation puts the molecular weight at 2174.46 g mol⁻¹. The value obtained for the total energy is -10691.6833 Eh. The spin multiplicity is 2. Its charge is +5. Its HOMO energy (spin up / spin down) is -11.888 / -12.207 eV. The relative energy (zero: lowest compared OMol25 entry of this formula, charge and spin) is 0.00 kcal per mole. Its largest force on an atom is 0.293 hartree/bohr.

These are the Löwdin partial charges, in e, on atoms 1 to 8: -0.055 -0.448 -0.146 -0.174 -0.161 -0.487 -0.156 -0.348